Molecular formula: C6H12N2
Method: DFT, ωB97M-V with the def2-TZVPD basis set

Relative energy (zero: lowest compared OMol25 entry of this formula, charge and spin): 40.3 kcal per mole
Net charge: +1
Lowest unoccupied orbital energy (alpha / beta): -4.335 / -8.197 eV
E: -9386.9373 eV
HOMO level (alpha / beta): -0.5173 / -0.5174 Ha
Frontier orbital gap (alpha / beta): 0.35803 / 0.21613 hartree
Multiplicity: 2

XYZ file:
```
20
Properties=species:S:1:pos:R:3:forces:R:3
C 0.34913 1.47682 -0.81397 -2.2145 -1.9978 -1.5184
C -2.64580 -0.32329 -0.08347 1.9553 0.4538 2.4449
C -0.73363 0.82601 0.01379 -1.5223 0.2011 -3.5555
C -1.29410 0.77871 1.29742 -2.1772 -3.0627 0.5764
N -1.63340 0.22765 -0.78239 -2.0722 -1.7349 -0.9100
N -2.40812 -0.06552 1.30526 2.1787 2.0971 -2.6589
H -3.51600 -0.97067 -0.27141 0.6653 0.5592 -0.8857
H -2.86132 -0.48568 2.09435 -0.2677 0.1720 0.4242
H -0.92230 1.10332 2.17803 1.1197 1.2195 2.6984
H 1.01221 0.71049 -1.22876 -0.0435 -0.1075 0.2830
H 0.87147 2.15717 -0.30963 2.3384 2.6923 2.0882
H -0.10768 1.95767 -1.72241 0.0904 -0.5239 1.0182
C 2.92631 -1.69048 0.06325 0.5573 -2.6114 -1.4389
C 3.69627 -0.75573 -0.82908 2.3773 -0.8988 0.0064
H 3.43612 -2.66750 0.41319 -0.5418 1.7690 -0.6886
H 2.55704 -1.20166 0.88218 -0.8425 1.1554 2.3794
H 2.07742 -1.98747 -0.51539 -0.8406 -0.6783 -0.1295
H 3.32678 -0.61668 -1.84885 -0.0759 -0.0006 0.3234
H 3.90444 0.16219 -0.32923 -0.2752 1.0803 0.1037
H 4.72335 -1.16837 -0.88975 -0.4090 0.2163 -0.5607
```
Positions in Å, forces in eV/Å.